1.
Entry from the Open Molecules 2025 dataset: 5 unconnected molecules or ions with the total composition C32H45NO4S (ωB97M-V/def2-TZVPD).

```
83
C32H45NO4S | the Open Molecules 2025 dataset | ωB97M-V/def2-TZVPD
S -0.387 -2.539 -0.810
O 1.808 -0.633 8.005
O -4.443 -1.858 -4.496
O -3.543 2.750 -7.296
O 0.855 0.464 3.814
N 1.181 0.226 0.307
C -2.249 1.541 -5.724
C -2.960 1.062 -2.048
C -1.320 2.362 -6.581
C 2.468 -3.424 -1.614
C 2.191 -0.676 10.341
C 6.299 -1.456 -1.109
C 4.085 -3.092 -1.644
C -2.500 -0.501 -1.863
C -0.431 2.378 4.350
C 2.128 -1.978 8.387
C -5.551 -2.247 -6.552
C 0.969 0.708 5.223
C 2.011 0.223 9.137
C -1.067 -0.773 -1.071
C 3.716 -0.499 -0.358
C -2.193 2.686 -7.774
C 0.570 2.149 5.452
C -2.051 2.322 -1.503
C 0.153 1.562 3.217
C -0.640 1.974 -0.695
C -3.582 2.217 -5.965
C 5.485 1.628 0.061
C 4.669 -1.656 -1.021
C -5.834 -2.082 -4.227
C 7.123 -1.435 0.155
C -4.262 -1.773 -5.916
C -6.576 -1.845 -5.524
C 4.205 0.914 0.313
C 1.499 -2.262 -0.946
C 2.823 -1.899 9.729
C 2.075 -0.819 -0.327
C -0.111 0.435 -0.453
H -2.143 1.893 -8.528
H 2.699 -2.805 10.328
H 1.189 -2.538 8.458
H 2.912 0.818 8.948
H 3.451 1.434 1.073
H -3.970 1.286 -2.612
H -1.405 1.968 4.643
H 6.285 1.360 -0.757
H 7.727 -0.441 0.421
H 0.170 2.326 6.454
H 1.437 2.804 5.308
H 1.991 0.497 5.552
H 1.161 0.902 9.243
H -4.425 1.526 -5.869
H -3.400 -2.376 -6.215
H -5.538 -3.339 -6.655
H -3.735 3.052 -5.274
H 0.288 0.021 5.737
H -2.281 0.510 -6.094
H -0.614 1.182 2.536
H -5.725 -1.812 -7.539
H 0.032 2.874 -0.292
H -2.368 3.449 -1.648
H -1.968 1.517 -4.668
H -0.568 3.431 4.092
H -0.399 1.841 -6.855
H -4.060 -0.726 -6.165
H 1.212 -0.935 10.762
H 2.753 -2.441 7.618
H -5.947 -3.117 -3.887
H 2.792 -0.217 11.129
H 3.896 -1.728 9.584
H 4.845 -3.893 -2.088
H -6.166 -1.414 -3.426
H 2.040 -4.456 -2.032
H -1.049 3.285 -6.055
H -7.511 -2.408 -5.590
H 0.876 2.147 2.638
H 5.773 2.523 0.791
H -6.811 -0.779 -5.631
H -3.138 -1.421 -2.246
H 7.134 -2.337 0.902
H 6.854 -1.278 -2.150
H 1.011 0.026 1.333
H -1.923 3.635 -8.246
```

For the lowest unoccupied orbital energy, the calculation gives -0.015 Ha. Its highest occupied orbital energy is -7.61 eV. The total energy is -54406.0948 eV. Its spin multiplicity is 1.

These are the Löwdin partial charges, in e, on atoms 1 to 4: 0.78 -0.16 -0.16 -0.14

2.
Entry from the Open Molecules 2025 dataset: a molecular structure, C32H46AsIN6O2RbS (ωB97M-V/def2-TZVPD).

```
90
C32H46AsIN6O2RbS | the Open Molecules 2025 dataset | ωB97M-V/def2-TZVPD
I -6.383 1.947 4.853
Rb -0.477 -0.764 0.064
As 1.117 0.325 3.173
S -0.916 2.514 0.369
O -2.845 -2.881 1.182
O -1.143 -2.063 2.402
N 0.985 4.320 0.354
N 1.462 1.279 -1.236
N -3.154 0.058 -1.627
N 2.143 -1.429 -1.439
N -1.538 -2.560 -2.136
N 1.547 2.587 -0.937
C 4.488 1.657 -3.006
C -3.300 -1.171 2.742
C -4.551 -1.599 3.174
C -3.253 1.355 -2.271
C -2.343 -2.139 2.055
C 0.613 3.083 -0.122
C 3.071 -1.667 2.287
C 3.077 -2.374 -3.874
C -2.952 0.162 2.903
C 5.282 2.502 -3.771
C 4.697 3.506 -4.526
C 2.352 -2.725 -1.644
C -5.056 0.607 3.939
C 3.105 1.806 -2.980
C 3.355 2.126 2.675
C 2.004 -1.424 3.348
C 2.828 -3.257 -2.831
C -4.047 -0.002 -0.481
C 3.317 3.665 -4.505
C -0.929 -2.397 -3.442
C 2.407 -0.569 -2.431
C 2.868 -1.024 -3.676
C -3.831 1.065 3.486
C 2.570 1.496 3.822
C -5.428 -0.721 3.792
C -3.450 -0.998 -2.584
C 2.529 2.826 -3.735
C -1.232 -3.878 -1.594
C -2.990 -2.385 -2.167
C -0.630 1.508 5.192
C 0.062 0.200 4.828
C 2.259 0.881 -2.174
H -0.671 -0.585 4.629
H 3.432 -2.736 -4.831
H 3.218 0.925 4.494
H 4.136 2.797 3.044
H -6.392 -1.063 4.145
H -5.101 0.144 -0.785
H -1.366 -3.084 -4.191
H -1.334 1.369 6.016
H 5.313 4.165 -5.126
H -4.266 1.534 -2.677
H 0.245 4.904 0.702
H 0.086 2.274 5.499
H -0.151 -4.009 -1.540
H 1.758 4.753 -0.126
H -4.834 -2.631 3.010
H 3.835 1.373 2.048
H 1.456 2.961 -3.699
H 0.139 -2.606 -3.373
H -2.535 1.420 -3.090
H 2.429 -1.507 4.354
H -3.364 -2.626 -1.171
H -3.966 -0.963 0.027
H 3.446 -2.693 2.331
H -1.039 -1.375 -3.802
H 6.358 2.375 -3.774
H 2.102 2.285 4.415
H -1.188 1.910 4.344
H 2.133 -3.376 -0.802
H 4.945 0.871 -2.417
H 2.689 -1.494 1.277
H 3.928 -1.003 2.420
H -3.010 2.140 -1.557
H -1.661 -3.969 -0.596
H -2.994 -0.727 -3.537
H -1.638 -4.681 -2.236
H 2.988 -4.321 -2.933
H -1.996 0.519 2.532
H -3.438 -3.114 -2.871
H -3.560 2.109 3.577
H 2.693 2.703 2.024
H -4.540 -1.048 -2.774
H 1.195 -2.151 3.259
H 3.059 -0.312 -4.467
H -3.785 0.784 0.227
H 0.705 -0.142 5.644
H 2.853 4.451 -5.089
```

For the lowest unoccupied orbital energy, the calculation gives 0.075 Ha. Its highest occupied orbital energy is -4.52 eV. Its total charge is -1. The total energy is -127399.3094 eV. Its spin multiplicity is 1.

These are the Löwdin partial charges, in e, on atoms 1 to 4: 0.80 0.62 1.20 0.46

3.
Entry from the Open Molecules 2025 dataset: 3 unconnected molecules or ions with the total composition C32H46ClF3IN3O7PS2 (ωB97M-V/def2-TZVPD).

```
96
C32H46ClF3IN3O7PS2 | the Open Molecules 2025 dataset | ωB97M-V/def2-TZVPD
I -1.803 4.064 1.596
Cl 1.407 -1.584 -0.900
S 1.850 -1.254 2.496
S -3.103 2.591 -2.049
P 2.634 0.469 2.159
F -5.301 3.777 -1.334
F -3.810 5.120 -2.178
F -4.921 3.839 -3.467
O -1.702 3.255 -2.511
O -3.251 0.173 4.358
O -2.337 -1.596 5.380
O -0.922 4.989 -1.298
O -3.085 2.064 -0.727
O -3.422 1.591 -2.998
O -2.633 -3.608 -5.962
N -3.148 3.097 8.220
N 1.615 1.443 1.041
N 5.943 -4.747 -1.668
C 3.922 -1.383 -1.909
C -0.011 2.950 -0.599
C -2.370 2.192 7.554
C 1.200 2.230 -2.647
C 7.839 -3.604 -1.740
C 0.246 2.107 3.064
C 0.584 2.130 1.590
C -4.394 3.924 -2.268
C -3.356 -4.725 -6.431
C -2.299 -2.723 -7.021
C -2.254 -0.419 4.725
C 6.516 -4.866 -0.431
C -0.218 2.902 0.775
C -1.004 -1.966 -6.747
C 7.693 -4.165 -0.442
C 2.620 -0.577 -1.720
C -4.733 -2.020 5.944
C -0.888 0.182 4.383
C 0.559 0.822 -4.744
C 6.746 -3.983 -2.473
C 1.849 1.469 -0.300
C -1.090 -1.024 -5.527
C 0.346 -0.700 -5.011
C -3.315 -1.589 6.437
C -1.086 1.346 3.409
C -1.138 2.174 8.153
C 0.269 1.126 -3.251
C 3.012 0.711 -0.944
C -1.173 3.110 9.221
C -2.425 3.664 9.234
C -0.913 3.803 -1.465
C 1.036 2.196 -1.139
H 3.904 0.273 1.596
H -0.781 1.409 -3.175
H -3.387 -0.621 6.939
H -1.666 -1.547 -4.755
H -2.127 -3.332 -7.925
H 2.230 2.140 -2.995
H -0.196 -2.701 -6.669
H 0.843 3.205 -3.007
H -1.527 0.983 2.474
H -1.646 -0.124 -5.809
H -0.302 1.558 7.860
H 3.802 -2.199 -2.622
H -4.683 -1.998 4.852
H -4.095 -5.060 -5.695
H -5.439 -1.228 6.210
H 1.070 -1.010 -5.772
H 0.097 3.153 3.355
H 2.324 -0.285 -2.728
H -2.863 4.409 9.875
H -3.903 -4.516 -7.361
H 6.038 -5.437 0.347
H 6.470 -3.777 -3.494
H 1.032 1.727 3.717
H -3.145 -2.058 -7.260
H -5.023 -2.999 6.322
H -4.103 3.313 7.999
H 0.470 -1.270 -4.084
H -0.196 1.356 -5.332
H 5.070 -5.157 -1.943
H -2.997 -2.338 7.164
H -1.777 2.063 3.855
H 1.553 1.170 -5.045
H -0.354 0.510 5.282
H 8.374 -4.067 0.386
H -2.699 -5.584 -6.638
H -0.818 -1.349 -7.639
H -0.372 3.348 9.900
H 4.355 -1.682 -0.951
H 3.410 1.391 -1.702
H -0.303 -0.608 3.897
H 0.370 0.247 -2.607
H 8.654 -2.994 -2.093
H 3.836 0.523 -0.255
H -2.760 1.639 6.714
H 2.835 1.225 3.333
H 4.642 -0.680 -2.359
```

For the lowest unoccupied orbital energy, the calculation gives -0.170 Ha. Its highest occupied orbital energy is -10.08 eV. Its total charge is +1. The total energy is -112458.2292 eV. Its spin multiplicity is 1.

These are the Löwdin partial charges, in e, on atoms 1 to 4: 1.24 0.66 0.28 0.71

4.
Entry from the Open Molecules 2025 dataset: a molecular structure, C32H46ClHfNO4P4 (ωB97M-V/def2-TZVPD).

```
89
C32H46ClHfNO4P4 | the Open Molecules 2025 dataset | ωB97M-V/def2-TZVPD
Hf 0.307 -0.058 2.738
Cl 2.220 1.324 3.148
P 1.716 1.130 -3.097
P -3.343 -2.642 0.447
P -1.566 2.460 2.508
P 1.903 -2.070 2.314
O -2.336 0.067 -0.824
O -0.533 -0.008 4.453
O -0.061 -1.278 6.381
O -1.679 0.219 6.462
N -0.789 -0.417 5.968
C 0.239 -3.143 -3.507
C 5.016 2.849 -1.654
C -1.275 -0.609 -0.090
C 0.627 2.490 -3.304
C -0.468 2.592 -2.408
C -4.742 -1.678 -0.102
C -0.392 1.414 1.434
C -1.460 3.534 -2.655
C 0.760 3.407 -4.380
C 1.709 -1.531 -2.452
C -0.837 3.198 3.975
C 4.444 0.783 -3.482
C 3.347 -2.110 1.232
C -3.774 -3.574 1.906
C 1.316 -2.844 -2.659
C -0.266 4.309 -4.618
C 5.720 1.335 -3.433
C -1.375 4.373 -3.775
C -2.751 -3.701 -0.863
C 5.997 2.387 -2.544
C 1.016 -0.475 -3.101
C -0.141 -0.779 -3.874
C -1.884 3.718 1.280
C 1.086 -3.665 2.081
C 3.408 1.395 -2.721
C -0.464 0.331 0.666
C -3.035 1.563 2.981
C 2.596 -2.146 4.001
C -0.494 -2.103 -4.085
C 3.718 2.357 -1.729
C -1.478 -1.555 2.210
C -1.944 -1.554 0.944
H -1.869 -4.260 -0.528
H -1.061 2.601 4.872
H 3.077 -2.550 0.263
H 1.831 -2.441 4.730
H 5.271 3.612 -0.919
H 0.427 2.121 1.228
H 0.233 -3.739 2.767
H -4.395 -0.957 -0.849
H -3.800 -2.918 2.782
H -0.945 3.972 0.773
H -5.488 -2.355 -0.536
H 3.428 -2.858 3.990
H 3.700 -1.084 1.067
H -0.026 -4.183 -3.711
H 2.577 -1.302 -1.832
H -0.704 0.030 -4.345
H -2.304 3.619 -1.980
H -1.972 -2.201 2.961
H -3.861 2.294 3.022
H -3.052 -4.382 2.071
H 6.994 2.844 -2.537
H 0.682 -3.712 1.061
H 1.662 3.355 -4.985
H -3.543 -4.414 -1.120
H -2.499 -3.111 -1.752
H 6.515 0.969 -4.079
H -2.172 5.090 -3.966
H -2.302 4.620 1.738
H -0.479 1.937 -1.533
H -1.971 0.475 -1.654
H 1.859 -3.658 -2.175
H -3.278 0.785 2.247
H -1.351 -2.348 -4.722
H 4.212 -0.082 -4.096
H 0.253 3.289 3.882
H -2.584 3.311 0.542
H -0.223 4.991 -5.462
H -4.770 -4.010 1.761
H 1.794 -4.483 2.256
H 2.961 -1.150 4.286
H 2.928 2.708 -1.072
H 4.137 -2.697 1.722
H -0.573 -1.167 -0.741
H -2.911 1.093 3.967
H -5.182 -1.149 0.752
H -1.283 4.202 4.081
```

For the lowest unoccupied orbital energy, the calculation gives -0.257 Ha. Its highest occupied orbital energy is -10.62 eV. Its total charge is +2. The total energy is -94574.9431 eV. Its spin multiplicity is 1.

These are the Löwdin partial charges, in e, on atoms 1 to 4: 1.03 0.08 1.09 0.89

Number 1: Kohn-Sham gap 7.20 eV. Number 2: Kohn-Sham gap 6.56 eV. Number 3: Kohn-Sham gap 5.46 eV. Number 4: Kohn-Sham gap 3.62 eV.